The following is a quantum chemistry calculation of a single C22H25FN2O5S molecule in a non-equilibrium geometry, from the Open Molecules 2025 dataset.

Values from the calculation:
Total energy, Eh: -1837.133865
HOMO, eV: -9.27
Frontier orbital gap, eV: 9.04
Energy above the lowest of the compared OMol25 structures with the same formula, charge and spin, kJ/mol: 33.00
E_LUMO, eV: -0.23

Element x y z (Å)
O -4.78 -1.55 -1.83
C -4.64 -1.64 -0.64
N -5.01 -0.70 0.25
H -4.72 -0.82 1.22
C -5.19 0.69 -0.15
C -3.91 1.42 0.17
C -2.78 1.16 -0.59
C -1.56 1.69 -0.24
C -1.48 2.49 0.88
C -2.59 2.78 1.65
C -3.81 2.23 1.29
H -4.68 2.43 1.89
H -2.50 3.41 2.52
F -0.28 3.00 1.24
H -0.67 1.49 -0.82
H -2.86 0.52 -1.46
H -6.04 1.11 0.39
H -5.40 0.69 -1.22
C -3.99 -2.87 0.03
H -4.44 -3.09 1.00
H -4.05 -3.73 -0.64
O -2.59 -2.61 0.18
C -2.20 -1.82 1.19
O -2.96 -1.35 2.00
C -0.74 -1.58 1.19
C 0.13 -2.36 0.43
C 1.49 -2.13 0.50
C 1.97 -1.10 1.29
C 1.12 -0.31 2.04
C -0.24 -0.55 1.99
H -0.94 0.03 2.58
H 1.54 0.47 2.65
S 3.75 -0.84 1.38
O 4.38 -2.12 1.30
O 4.00 -0.01 2.52
N 4.11 0.01 0.02
C 4.68 -0.64 -1.13
H 4.99 -1.64 -0.80
C 3.71 -0.75 -2.32
H 2.92 -1.47 -2.08
C 3.07 0.58 -2.71
C 2.05 1.06 -1.67
C 2.63 1.93 -0.55
H 1.89 1.99 0.25
C 3.96 1.44 0.02
H 4.80 1.86 -0.56
H 4.07 1.77 1.05
H 2.78 2.95 -0.93
H 1.56 0.19 -1.23
H 1.28 1.65 -2.18
H 2.57 0.44 -3.66
H 3.85 1.34 -2.85
H 4.28 -1.15 -3.16
H 5.57 -0.09 -1.44
H 2.19 -2.74 -0.04
H -0.27 -3.16 -0.18